C18H26N5O4PtS2 as an isolated structure in a non-equilibrium geometry, computed with ωB97M-V/def2-TZVPD.

CARTESIAN COORDINATES (ANGSTROEM)
Pt 1.418 0.074 0.920
O -1.734 -3.941 0.842
C -2.880 -3.232 0.861
C -4.082 -3.932 0.761
C -5.282 -3.253 0.774
C -5.316 -1.862 0.883
C -4.130 -1.166 0.977
C -2.898 -1.830 0.966
C -1.629 -1.073 1.045
O -0.516 -1.688 1.088
N -1.723 0.262 1.021
N -0.494 0.887 1.062
C -0.560 2.168 1.149
S -2.087 3.000 1.216
C -1.355 4.659 1.102
C 0.004 4.642 1.774
S 0.893 3.166 1.197
H -1.012 -3.281 0.986
H -4.043 -5.011 0.685
H -6.208 -3.811 0.703
H -6.261 -1.337 0.899
H -4.126 -0.088 1.065
H -2.032 5.348 1.605
H -1.275 4.949 0.056
H -0.093 4.598 2.857
H 0.600 5.513 1.505
N 1.765 0.192 2.902
C 3.195 0.583 3.075
C 4.058 0.219 1.875
O 5.255 0.220 1.999
O 3.422 -0.021 0.747
H 1.128 0.830 3.370
H 1.611 -0.725 3.314
H 3.626 0.117 3.958
H 3.246 1.664 3.196
C 2.079 0.859 -3.280
C 1.980 1.041 -1.750
N 1.339 -0.150 -1.133
C 2.141 -1.370 -1.449
C 2.222 -1.578 -2.974
N 1.461 -0.465 -3.633
C 0.022 -0.507 -3.202
C -0.032 -0.313 -1.672
H 3.108 0.836 -3.632
H 1.535 1.624 -3.829
H 1.376 1.909 -1.497
H 2.959 1.161 -1.295
H 1.652 -2.213 -0.965
H 3.123 -1.241 -1.010
H 1.764 -2.512 -3.292
H 3.244 -1.539 -3.346
H 1.506 -0.588 -4.642
H -0.375 -1.471 -3.511
H -0.501 0.279 -3.742
H -0.481 -1.168 -1.176
H -0.609 0.568 -1.406

Calculated values
Gap between HOMO and LUMO   0.248 Eh
LUMO level   -3.19 eV
E_HOMO   -9.93 eV
M   635.65 g mol⁻¹
Maximum force   0.02038 Eh/bohr
Energy above the lowest of the compared OMol25 structures with the same formula, charge and spin   2.3 kcal per mole
Total charge   +1

Okay, here come the Mulliken numbers, in e, for every atom: 0.67 -0.75 0.21 -0.71 -0.30 -0.82 -0.31 0.40 0.59 -1.04 -0.64 -0.16 0.22 0.00 -0.60 -0.69 -0.01 0.43 0.46 0.38 0.41 0.50 0.41 0.29 0.31 0.44 -0.38 -0.27 0.41 -0.64 -0.64 0.37 0.39 0.40 0.20 -0.80 -0.23 -0.09 -0.48 -0.70 -0.06 -0.98 -0.11 0.31 0.36 0.39 0.50 0.47 0.56 0.31 0.34 0.27 0.37 0.33 0.19 0.54